1.
C37H53CoIN3O9SSe2Si | ωB97M-V/def2-TZVPD

CARTESIAN COORDINATES (ANGSTROEM)
H1 0.2297 4.3259 -0.7703
H2 -4.0482 3.9612 -0.6971
C1 2.2016 -4.3379 -2.1701
H3 1.0117 2.6189 4.1170
Se1 -0.8781 -2.8831 -0.8274
S1 -1.7739 -0.6038 -4.3436
C2 -0.0984 -0.8280 -6.6870
H4 -5.8506 2.1293 1.7137
H5 -6.0438 -0.4046 1.5060
O1 -3.0540 0.6535 0.4820
C3 -1.2476 3.8280 3.3581
N1 2.9934 -0.6893 0.1560
C4 3.5873 -0.8365 1.2985
Se2 2.2733 -4.4470 -0.2217
C5 -1.5827 1.9056 4.9018
O2 0.8674 -1.6830 1.4547
H6 5.9927 0.6783 -3.9752
H7 -1.4013 0.8438 5.0722
H8 2.9390 -3.6069 -2.4961
C6 -1.8332 2.9686 -1.9356
C7 1.2099 -0.9457 -7.1452
C8 4.3752 1.2433 -2.6861
C9 5.5920 -0.8149 -2.4809
H9 -3.2598 -3.6562 -1.1041
C10 -4.9825 -0.4869 1.2633
C11 1.5630 -1.5794 2.5186
C12 -5.0982 1.0866 -0.6720
H10 5.4166 -0.9642 4.8845
Co1 0.8634 -0.5517 -0.0586
O3 5.9365 -1.6954 3.0143
C13 -0.7236 4.8514 -0.7006
H11 3.4563 -1.6104 5.8446
H12 3.2870 -1.0450 -6.6356
C14 0.2854 -0.5696 -3.0234
H13 -3.1037 -1.8839 -1.1573
C15 4.7976 -1.1828 -1.4073
H14 5.2848 0.1444 3.5168
H15 4.1887 2.1872 -3.1803
C16 0.7701 -0.6629 -4.4377
H16 1.3953 -1.0495 -8.2069
H17 -3.2613 5.1767 0.3144
H18 -1.0288 -1.6978 3.0099
H19 -1.5559 -4.9589 0.4675
H20 -3.2514 5.3467 -1.4551
H21 -4.4232 -0.7306 2.1682
N2 1.6367 -1.8654 4.9101
H22 -4.2799 2.8826 1.3498
H23 -0.7585 4.1735 2.4512
H24 -1.0954 2.4825 5.6896
O4 1.1386 -0.4995 -2.0934
N3 -1.0239 -0.5573 -2.8986
H25 -0.6450 -3.2672 3.7334
C17 -0.2838 -0.6946 -5.3290
O5 -0.4590 0.7287 0.3699
C18 -0.6279 -4.3831 0.4562
H26 -4.3949 1.7136 2.6558
C19 0.4426 1.9929 3.4266
H27 0.6935 -6.0380 0.8707
C20 5.1014 -0.8833 3.8383
H28 4.9306 -2.1437 -0.9236
H29 -4.7614 0.3351 -1.3878
C21 0.5240 -5.3085 0.0779
I1 2.2434 2.2476 -0.7627
H30 -0.8284 4.3535 4.2186
H31 -3.0670 -2.7238 0.4163
H32 -0.8171 5.5313 -1.5490
H33 -0.8570 2.4866 -2.0110
H34 6.3871 -1.4739 -2.8064
C22 0.9572 -1.8583 3.7890
C23 -3.1956 4.6337 -0.6304
H35 -2.3121 4.0559 3.2816
H36 5.6432 -2.6083 3.1026
H37 -0.4682 -3.9428 1.4398
H38 -2.5825 2.1780 -1.8731
O6 -1.7673 3.0800 0.4918
C24 5.3768 0.3902 -3.1329
C25 -4.4499 0.8286 0.6901
H39 1.2116 -4.0036 -2.4656
H40 -0.9493 -0.8447 -7.3555
H41 -4.8427 -1.2889 0.5388
Si1 -1.7156 1.4935 0.9289
H42 4.6477 -0.5912 1.3477
C26 3.7955 -0.3325 -0.9354
C27 2.9444 -1.2253 2.5107
H43 -6.1870 1.0538 -0.5950
C28 -1.0475 2.3164 3.5285
C29 3.6196 0.8928 -1.5833
O7 -2.5254 -1.8234 -4.4964
O8 -2.4785 0.6197 -4.6186
O9 -1.7939 1.5712 2.5798
C30 2.9527 -1.5712 4.8835
H44 2.4220 -5.3141 -2.5967
C31 -4.7727 1.9644 1.6655
H45 0.3169 -5.8390 -0.8515
C32 -0.5061 -2.1873 3.8317
H46 -4.8051 2.0622 -1.0566
C33 -2.8012 -2.7881 -0.6358
H47 0.6203 0.9470 3.6691
H48 -2.0102 3.5637 -2.8328
H49 -0.7276 5.4351 0.2214
C34 3.6396 -1.2280 3.7493
C35 2.0731 -0.7870 -4.8885
H50 -2.6585 2.0855 4.9422
H51 2.8953 -0.7791 -4.1835
H52 0.7913 2.1666 2.4063
C36 -1.8803 3.8474 -0.6869
C37 2.2793 -0.9329 -6.2549
H53 -0.9255 -1.8733 4.7857

* HOMO energy (alpha / beta): -5.4 / -5.4 eV
* lowest unoccupied orbital energy (alpha / beta): 2.036 / 1.950 eV
* ΔE to the lowest compared entry with this formula, charge and spin: 0.0 kcal/mol
* total charge: -1
* M: 1087.8 g/mol
* <S²>: 3.758
* DFT total energy: -257269.848 eV
* strongest force on any atom: 1.4 eV/A
* spin multiplicity: 4

=====

2.
C37H53KN11O5PSe2 | ωB97M-V/def2-TZVPD

CARTESIAN COORDINATES (ANGSTROEM)
H1 -2.5696 -5.0768 -0.8116
C1 -1.8303 3.5478 -3.0325
C2 -0.1035 1.5151 6.2000
Se1 1.8291 0.8684 -4.0445
N1 3.1765 1.9817 -4.0541
H2 -0.4653 2.7057 -0.9597
N2 1.5537 3.1948 -1.0344
C3 -3.6902 2.9579 -1.6249
H3 -1.0370 3.2077 3.5239
H4 -0.2148 2.2863 6.9557
O1 2.6434 -1.2792 -2.2027
H5 -4.0732 2.5026 -0.7131
H6 -3.5471 -0.2003 -3.0207
H7 -1.3266 -4.1837 0.0765
C4 -1.4391 -1.3240 1.6727
H8 -2.5387 -4.2764 2.8146
H9 -2.7796 2.7895 2.3207
C5 0.1310 -0.4545 4.2921
C6 -2.3044 2.9746 -1.8445
O2 -1.5053 -2.7141 1.9992
H10 -0.7593 3.5597 -3.2240
C7 -1.1434 -0.0723 4.6740
C8 0.3527 2.2253 2.5038
C9 3.0161 2.7347 -2.9694
H11 4.3664 -0.7158 3.8296
C10 -2.5713 -0.2142 -3.5110
C11 -3.1035 -2.3697 -4.6525
C12 -3.5438 -2.5245 -1.4405
H12 0.0252 -1.9157 2.7084
H13 -0.9441 -5.9394 -3.1718
H14 3.9794 -0.2988 5.5154
H15 -7.1669 -2.6509 0.0097
C13 -5.3050 -1.5750 -0.0441
H16 -0.9236 -5.7236 -0.7104
H17 -0.3616 -2.6009 -4.7364
Se2 2.9247 -2.4083 2.1317
H18 4.2082 5.2723 -1.0849
H19 2.1317 4.7139 0.1745
N3 2.3584 -0.4491 4.1982
H20 -2.0240 -0.5307 4.2334
H21 -0.7769 -0.9923 -5.3559
O3 -2.4261 -0.7375 2.1394
C14 3.9785 -1.7210 -2.5072
C15 2.3834 4.1428 -0.7165
C16 -1.4019 -4.9504 -3.3196
H22 -4.7742 4.4754 -4.4717
H23 3.9189 0.9501 4.2449
N4 0.5538 1.3667 1.4649
C17 -2.0898 -1.6618 -3.7571
C18 3.8950 3.7845 -2.5603
H24 -2.3255 4.5206 -4.8756
H25 -2.6695 0.3142 -4.4702
C19 -4.5647 3.4941 -2.5637
H26 -5.6317 3.4699 -2.3691
C20 -1.0860 -4.0830 -2.0984
C21 -1.5152 -4.8031 -0.8094
P1 -1.8004 -2.3435 -2.0233
K1 -0.0863 -0.0552 -0.6459
H27 2.0668 1.5752 6.2312
H28 0.7321 -3.4520 -1.0502
N5 -1.9853 2.3658 1.8711
C22 1.8517 2.4652 -2.1589
O4 2.8612 1.7130 1.5271
H29 -2.7570 -3.3545 -4.9786
H30 -3.3424 -0.7389 -0.2568
C23 1.2591 0.1340 4.8395
C24 1.9399 -1.3973 3.2911
H31 0.0145 -1.1817 -3.7694
H32 -1.7805 2.3060 0.0273
H33 -5.6324 -0.8042 0.6509
H34 1.0480 3.3550 4.0612
C25 -4.4285 -3.5508 -1.7912
H35 2.2355 2.5278 3.0964
H36 -3.2690 -1.7615 -5.5530
C26 3.7406 -0.1030 4.4700
N6 0.5929 -1.3995 3.3801
H37 -0.9873 -4.5368 -4.2436
C27 -4.0893 4.0615 -3.7417
H38 3.9515 -2.1765 -3.4938
H39 4.6883 -0.8888 -2.5287
C28 -6.1598 -2.6095 -0.3970
C29 1.1745 1.1212 5.8046
N7 -1.4281 2.3728 -0.9292
C30 -5.7192 -3.5975 -1.2757
H40 -4.0676 -2.4850 -4.1562
C31 -4.0092 -1.5376 -0.5599
C32 -2.6962 -3.2071 2.6659
H41 4.3293 -2.4663 -1.7902
N8 -0.8771 2.6510 2.7123
H42 -6.3838 -4.4099 -1.5574
H43 0.9488 -4.8569 -2.1119
H44 -2.1563 1.3344 1.8455
H45 -1.8774 0.3668 -2.8839
H46 -2.2284 1.2498 5.9668
H47 2.6315 -0.9543 -1.2983
C33 -0.7258 -1.6114 -4.4480
H48 -3.5793 -3.0393 2.0507
H49 -2.4735 -5.1054 -3.4684
C34 -1.2449 0.9276 5.6385
H50 -2.8559 -2.7174 3.6245
H51 4.7845 4.0061 -3.1415
C35 -2.7169 4.0814 -3.9646
N9 1.8429 1.0977 1.0876
H52 -4.1134 -4.3276 -2.4779
H53 0.8304 -3.2262 -2.7970
C36 0.4443 -3.8838 -2.0147
N10 1.2861 2.6491 3.3886
C37 3.5725 4.4729 -1.4449
N11 1.0624 1.4657 -2.5777
O5 1.9573 0.2150 0.2203

* HOMO energy: -6.9 eV
* lowest unoccupied orbital energy: -1.230 eV
* ΔE to the lowest compared entry with this formula, charge and spin: 91.3 kcal/mol
* M: 959.9 g/mol
* DFT total energy: -222160.289 eV
* strongest force on any atom: 2.9 eV/A

=====

Which formula does entry 2 have?
C37H53KN11O5PSe2